Here is a structure of composition C18H18Cl5FeO5Se2 at a distorted geometry from the OMol25 dataset. Energies are from ωB97M-V with the def2-TZVPD basis set.

```
49
Properties=species:S:1:pos:R:3:forces:R:3
C 0.467 -0.542 2.262 0.5 -0.5 -0.1
C -1.422 4.058 2.366 -0.1 0.0 0.0
H -1.612 3.638 3.351 0.0 0.0 0.0
C 1.421 -0.891 4.921 0.0 0.0 0.0
O -1.528 -0.650 -3.494 0.0 0.1 0.0
C 2.293 -1.040 3.843 -0.1 0.0 0.0
Cl 3.949 -1.441 4.117 0.0 0.0 0.0
H -3.498 -3.034 2.016 0.0 0.0 0.0
O -1.781 -1.359 0.709 -0.1 0.1 -0.3
Fe 0.079 -0.682 0.244 -1.4 0.2 0.4
H -2.357 4.094 1.810 0.0 0.0 0.0
H 0.760 3.321 -0.744 0.0 0.0 0.0
H -3.062 -2.093 -2.200 0.0 0.0 0.0
C -0.055 -3.193 -1.048 -0.1 0.1 0.0
C -3.349 -3.040 0.936 0.0 0.0 0.1
H -0.913 4.678 -1.848 0.0 0.0 0.0
C -4.016 -1.809 0.279 0.0 0.0 0.0
H -3.492 3.998 -3.029 0.0 0.0 0.0
C -1.158 4.301 -0.854 0.0 0.0 0.0
C -1.579 -3.041 -0.873 0.0 0.0 -0.1
C 0.121 3.940 -0.115 0.0 0.0 0.0
H -4.542 -1.200 1.013 0.0 0.0 0.0
O 0.655 -2.428 -0.286 0.2 -0.1 -0.1
H -1.940 3.275 -3.556 0.0 0.0 0.0
Cl -1.986 0.234 3.165 0.0 0.0 0.0
C -2.805 -1.068 -0.283 -0.1 0.0 0.0
H -3.704 -3.991 0.542 0.0 0.0 0.0
Cl 2.882 -0.940 1.197 0.1 0.1 0.1
Cl 1.992 -1.125 6.534 0.0 0.0 0.0
C -2.837 3.133 -2.957 0.0 0.0 0.0
O 0.383 -4.056 -1.794 0.0 0.1 0.1
Se -0.148 2.876 1.497 0.1 0.0 -0.1
C -1.877 -2.805 0.607 0.0 -0.1 0.2
C -1.352 -0.830 -2.295 -0.2 -0.1 -0.1
C 1.792 -0.846 2.565 0.0 0.1 -0.1
C 0.100 -0.523 4.687 0.0 0.0 0.0
H -1.162 -3.250 1.293 0.0 0.0 0.0
H -2.044 -3.952 -1.248 0.1 0.0 0.0
H -3.350 2.247 -3.324 0.0 0.0 0.0
H -4.715 -2.075 -0.514 0.0 0.0 0.0
H -1.702 5.086 -0.328 0.0 0.0 0.0
Cl -0.959 -0.282 6.033 0.0 0.0 0.0
O -0.521 -0.210 -1.551 1.0 0.2 0.0
H 0.669 4.846 0.151 0.0 0.0 0.0
H -1.000 5.056 2.475 0.0 0.0 0.0
H -2.906 0.010 -0.376 0.0 0.0 0.0
C -2.262 -1.789 -1.526 -0.1 -0.1 -0.1
Se -2.330 2.753 -1.118 0.0 0.1 0.0
C -0.345 -0.346 3.375 0.1 0.1 -0.1
```
Forces are in eV/Å.

Output
LUMO (spin up / spin down): 2.17 / 2.17 eV
Highest occupied orbital energy (spin up / spin down): -5.357 / -5.356 eV
ΔE to the lowest compared entry with this formula, charge and spin: 18.1 kcal/mol
Total energy: -256889.2076 eV
Net charge: -1
Max |F|: 1.521 eV/A

Here is a structure of composition C24H23N5OReSe from the OMol25 dataset. Energies are from ωB97M-V with the def2-TZVPD basis set.

```
55
Properties=species:S:1:pos:R:3:forces:R:3
C 0.892 -6.374 0.751 0.0 0.0 0.2
H -1.328 4.682 -2.737 0.0 0.0 0.0
C 3.488 1.680 2.777 0.0 0.0 0.0
C 0.591 -4.260 -0.965 0.0 -0.6 -0.1
H -1.463 -0.256 2.811 0.1 -0.1 0.0
N 0.198 2.697 -0.523 -0.1 -0.1 0.4
C -3.184 1.940 1.252 -0.1 0.1 0.0
Re -0.243 1.155 0.780 -0.6 -0.1 -0.6
C 0.668 -5.542 -1.529 0.0 0.2 0.0
O -1.234 -0.431 1.883 0.0 0.2 0.4
C 0.660 -4.063 0.414 0.1 -0.3 0.2
C -4.397 2.491 0.900 0.0 0.0 0.0
C 4.214 2.453 1.877 0.0 0.0 0.0
C -2.244 -1.384 1.358 -0.1 -0.1 0.0
C 0.799 4.528 -2.437 -0.1 -0.1 0.1
C -3.331 3.461 -1.024 0.1 0.0 0.0
H -5.260 2.335 1.533 0.0 0.0 0.0
N -2.066 2.124 0.511 0.3 -0.1 -0.4
H 1.593 0.731 3.126 0.0 0.0 0.0
C 1.474 3.086 -0.659 0.1 0.3 -0.1
C -4.482 3.235 -0.271 0.0 0.0 0.1
C -0.533 4.203 -2.183 0.0 0.0 0.0
H 2.839 4.329 -1.771 0.0 0.0 0.0
H 1.014 -7.233 1.395 0.0 0.0 0.0
C 3.612 2.902 0.700 -0.1 0.0 -0.1
H 4.166 3.526 0.011 0.0 0.0 0.0
H 0.600 -2.232 1.488 0.1 0.0 0.0
C 0.817 -5.122 1.311 0.0 0.1 0.0
N 0.556 -2.701 0.598 0.1 0.2 0.2
C 0.342 -2.840 -3.004 0.0 0.0 -0.1
H 0.336 -1.785 -3.259 0.0 0.0 0.0
H -3.226 -0.919 1.381 0.0 0.0 0.0
H -1.961 -1.619 0.338 0.0 0.0 0.0
N 1.594 1.779 1.320 0.5 0.0 0.3
C 0.434 -2.091 -0.591 -0.1 0.1 0.0
H 0.881 -7.590 -1.023 0.0 0.0 0.0
Se 0.358 -0.229 -0.990 0.0 0.0 -0.1
C -0.810 3.279 -1.187 -0.2 -0.1 0.0
H -5.429 3.660 -0.583 0.0 0.0 0.0
H 3.922 1.335 3.706 0.0 0.0 0.0
H 0.613 -5.716 -2.595 0.0 0.0 0.0
C 2.190 1.347 2.464 0.0 0.1 -0.1
C 2.303 2.572 0.438 0.1 -0.1 0.3
H 0.881 -4.973 2.380 0.0 0.0 0.0
H 5.242 2.720 2.092 0.0 0.0 0.0
H -3.092 1.358 2.158 0.0 0.0 0.0
H 1.197 -3.317 -3.480 0.0 0.0 0.0
C 0.817 -6.579 -0.644 0.0 -0.1 -0.2
H -0.580 -3.304 -3.352 0.0 0.0 0.0
N 0.451 -3.022 -1.550 -0.1 0.3 -0.3
H 1.040 5.238 -3.218 0.0 0.0 0.0
C 1.815 4.003 -1.641 0.0 0.0 0.0
C -2.132 2.927 -0.609 0.1 0.1 0.0
H -3.373 4.080 -1.909 0.0 0.0 0.0
H -2.229 -2.272 1.986 0.0 0.0 0.0
```
Forces are in eV/Å.

Output
LUMO (spin up / spin down): -14.34 / -14.43 eV
Highest occupied orbital energy (spin up / spin down): -19.468 / -19.465 eV
⟨S²⟩: 0.755
Spin multiplicity: 2
ΔE to the lowest compared entry with this formula, charge and spin: 0.0 kcal/mol
Total energy: -102195.9423 eV
Net charge: +4
Max |F|: 0.845 eV/A

Here is a cluster of 2 separate species, C4H8N3S in total at a distorted geometry from the OMol25 dataset. Energies are from ωB97M-V with the def2-TZVPD basis set.

```
16
Properties=species:S:1:pos:R:3:forces:R:3
C 1.253 -0.256 -0.502 3.0 1.0 -1.8
H 0.096 -1.124 1.942 -1.7 1.1 -2.1
C -1.898 -0.770 1.108 -0.4 0.5 1.6
H -3.274 -0.245 -0.519 1.5 0.0 0.4
S 2.522 -1.011 0.422 0.1 0.0 -0.1
C -0.052 -0.436 -0.069 -0.6 -0.9 -0.6
H 1.470 0.058 -1.589 -0.6 -0.8 2.0
C -2.235 -0.351 -0.102 -3.7 -0.6 -1.9
N 1.064 2.038 0.031 -1.5 -0.7 -0.5
H 0.840 2.211 -0.960 0.2 0.2 0.3
N -1.119 -0.329 -0.866 0.6 2.6 -2.8
H 1.828 2.657 0.241 1.0 0.1 0.0
H -1.036 0.097 -1.846 -0.4 -1.0 2.1
H 3.601 -0.877 -0.392 -0.6 0.2 0.0
N -0.536 -0.791 1.113 2.8 -1.3 3.5
H -2.524 -0.871 1.988 0.4 -0.3 -0.2
```
Forces are in eV/Å.

Output
LUMO (spin up / spin down): -5.07 / -4.35 eV
Highest occupied orbital energy (spin up / spin down): -13.698 / -11.920 eV
ΔE to the lowest compared entry with this formula, charge and spin: 84.0 kcal/mol
Total energy: -19573.6139 eV
Net charge: +1
Max |F|: 4.650 eV/A

Here is a structure of composition C20H14N6O3RuSSe at a distorted geometry from the OMol25 dataset. Energies are from ωB97M-V with the def2-TZVPD basis set.

```
46
Properties=species:S:1:pos:R:3:forces:R:3
H -4.988 -1.185 1.596 0.0 0.0 0.0
H 5.131 -0.619 3.998 0.0 0.0 0.0
H -4.243 0.827 2.896 0.0 0.0 0.0
N 1.713 4.673 -2.403 0.0 -0.3 -0.1
H 4.031 2.074 0.367 0.0 -0.1 0.0
H -0.990 -2.995 -3.674 0.0 0.0 -0.1
N 2.454 3.037 -1.015 -0.1 -0.4 0.1
C -1.687 -1.846 -1.981 0.0 -0.2 -0.1
H -4.562 -2.731 -0.353 0.0 0.1 0.0
N -1.742 0.736 0.670 0.0 -0.2 -0.2
Ru 0.150 1.438 0.178 0.3 -0.1 -1.4
H 5.029 1.033 2.150 0.0 0.0 0.0
C 0.313 -1.378 -3.227 0.1 0.1 0.0
C 1.946 -0.344 1.730 -0.2 -0.2 -0.3
C 4.253 -0.547 3.369 -0.1 0.0 -0.1
C -2.919 -2.532 -1.626 0.3 -0.3 -0.5
O -4.469 -4.216 -2.010 -0.2 -0.2 0.1
C 2.025 -1.272 2.789 0.0 -0.1 0.0
H 1.421 0.354 -2.504 0.0 0.0 0.0
H 3.173 -2.100 4.390 0.0 0.0 0.0
C 3.148 -1.372 3.586 0.0 0.0 0.0
H 2.566 5.153 -2.168 0.0 0.0 0.0
C -0.799 -2.155 -3.033 -0.2 0.0 0.1
H -2.130 2.001 2.209 0.0 0.0 0.0
C -4.083 -0.644 1.345 -0.1 0.0 0.1
C -1.331 -0.759 -1.163 0.0 0.1 0.1
C -3.661 -2.174 -0.568 -0.2 0.3 0.5
C 3.064 0.492 1.520 0.0 0.4 -0.2
C -2.502 1.125 1.682 -0.1 0.1 0.1
C 1.443 3.563 -1.616 -0.2 0.3 -0.4
N -0.227 -0.013 -1.372 -0.1 -0.1 0.0
H 1.164 -1.911 2.948 0.0 0.0 0.0
C -3.677 0.458 2.051 0.0 0.0 0.0
C 0.564 -0.296 -2.378 0.0 -0.1 -0.2
C 4.189 0.370 2.336 0.1 0.0 0.1
O 0.900 -0.330 0.949 -0.1 -0.1 1.0
S -0.213 3.015 -1.608 0.1 0.2 0.5
C -2.144 -0.354 -0.041 0.3 0.2 0.0
N 2.116 1.932 -0.221 -0.2 0.5 0.2
C 3.096 1.532 0.499 0.2 -0.2 0.2
H 0.916 5.252 -2.598 0.0 0.1 0.1
Se 0.236 3.025 1.941 0.0 0.1 0.3
N -3.469 -3.670 -2.421 0.3 0.5 0.2
O -2.905 -3.985 -3.447 0.1 0.0 -0.2
C -3.301 -1.062 0.261 -0.2 -0.3 -0.2
H 1.000 -1.599 -4.033 0.0 0.0 0.0
```
Forces are in eV/Å.

Output
LUMO (spin up / spin down): 1.06 / 1.05 eV
Highest occupied orbital energy (spin up / spin down): -3.148 / -2.904 eV
⟨S²⟩: 0.760
Spin multiplicity: 2
ΔE to the lowest compared entry with this formula, charge and spin: 10.4 kcal/mol
Total energy: -114814.8472 eV
Net charge: -1
Max |F|: 1.416 eV/A